[1]
{
  "formula": "C2H4NOP",
  "method": "wB97M-V/def2-TZVPD",
  "e_above_lowest_kj_mol": 148.5,
  "homo_ev": -8.5,
  "smiles": "[H]/N=C1/CP1O",
  "total_energy_ha": -549.88404,
  "symbols": ["C", "C", "N", "O", "P", "H", "H", "H", "H"],
  "xyz": [[0.5194, -0.6839, -0.3907], [0.6433, 0.7409, -0.4852], [1.2160, -1.6314, -0.0115], [-1.8682, -0.4720, 0.7526], [-1.3254, -0.3099, -0.7892], [0.7605, 1.3161, 0.4177], [0.9045, 1.1906, -1.4262], [0.8066, -2.5593, 0.0385], [-2.4959, 0.2051, 1.0226]],
  "forces_ev_per_angstrom": [[-1.2, 0.1, -0.4], [-2.0, -0.9, -0.3], [1.3, -0.6, 0.5], [-0.1, -0.1, 0.3], [2.4, 1.1, 0.3], [0.0, 0.1, 0.1], [0.1, 0.1, -0.2], [-0.5, 0.2, -0.2], [0.0, 0.1, -0.1]],
  "nbo_charge": [0.05, -0.60, -0.58, -0.98, 0.78, 0.24, 0.24, 0.36, 0.50]
}


[2]
{
  "formula": "C2H4NOPS",
  "method": "wB97M-V/def2-TZVPD",
  "e_above_lowest_kj_mol": 288.7,
  "homo_ev": -8.1,
  "total_energy_ha": -948.05213,
  "symbols": ["C", "C", "N", "O", "P", "S", "H", "H", "H", "H"],
  "xyz": [[-0.0661, -0.7802, 0.1085], [0.3325, 0.6251, -0.1445], [0.6248, -0.4078, -1.0967], [-3.0141, 0.7712, -3.7325], [-2.5986, 0.4261, -2.3944], [-0.0072, -0.4961, -2.6329], [0.5090, -1.3790, 0.8003], [-1.1150, -1.0456, 0.0384], [-0.4360, 1.3516, -0.3885], [1.1924, 1.0301, 0.3698]],
  "forces_ev_per_angstrom": [[-0.2, -0.3, 0.2], [0.1, 0.4, 0.1], [0.5, -0.2, 0.1], [-0.4, 0.2, -1.0], [2.5, -1.0, 0.7], [-2.5, 0.9, -0.2], [0.0, -0.1, 0.1], [0.0, 0.0, -0.1], [0.0, 0.0, -0.1], [0.0, 0.1, 0.1]],
  "nbo_charge": [-0.25, -0.24, -0.56, -0.96, 1.23, 0.01, 0.20, 0.19, 0.18, 0.20]
}


[3]
{
  "formula": "C2H4NP",
  "method": "wB97M-V/def2-TZVPD",
  "e_above_lowest_kj_mol": 296.9,
  "homo_ev": [-7.7, -7.7],
  "smiles": "C=[PH]=C=N",
  "total_energy_ha": -474.56061,
  "symbols": ["C", "C", "N", "P", "H", "H", "H", "H"],
  "xyz": [[-0.5298, -1.5988, -0.0275], [0.0213, 1.4673, 0.0118], [0.1199, -1.9946, 0.8864], [0.1865, 0.1014, -0.9534], [-0.3814, 2.4435, -0.3203], [0.8130, 1.5534, 0.7682], [0.6390, -2.1709, 1.6968], [-0.8685, 0.1986, -2.0620]],
  "forces_ev_per_angstrom": [[0.8, -1.3, 2.0], [0.8, 0.5, -1.1], [-2.0, 0.0, -1.5], [-0.6, 1.9, -1.9], [-0.4, -1.0, 0.5], [-0.5, -0.1, -0.1], [0.6, -0.2, 0.7], [1.1, 0.2, 1.5]],
  "nbo_charge": [0.19, -0.96, -0.66, 0.57, 0.23, 0.21, 0.44, -0.03]
}


[4]
{
  "formula": "C2H4NP",
  "method": "wB97M-V/def2-TZVPD",
  "e_above_lowest_kj_mol": 438.6,
  "homo_ev": [-9.6, -9.6],
  "total_energy_ha": -474.50663,
  "symbols": ["C", "C", "N", "P", "H", "H", "H", "H"],
  "xyz": [[0.2192, 2.7158, 0.8736], [0.2940, 0.0361, 0.7180], [0.0896, 3.8820, 0.9242], [0.3124, 0.3571, -1.0276], [1.1018, -0.5713, 1.1652], [-0.4370, 0.6683, 1.3513], [-0.8922, 1.0052, -1.1316], [-0.1069, -0.8249, -1.4012]],
  "forces_ev_per_angstrom": [[0.1, 0.7, 0.1], [-1.0, 2.5, 0.8], [0.2, -1.8, -0.1], [1.2, 2.1, 0.9], [-0.6, 0.4, 0.0], [1.3, -1.7, -0.9], [-0.6, 0.6, 0.0], [-0.6, -2.9, -0.8]],
  "nbo_charge": [-0.09, -0.37, -0.52, 0.48, 0.22, 0.29, 0.02, -0.03]
}


[5]
{
  "formula": "C2H4NP",
  "method": "wB97M-V/def2-TZVPD",
  "e_above_lowest_kj_mol": 219.8,
  "homo_ev": [-8.0, -8.0],
  "smiles": "[H]/P=C\\N=C",
  "total_energy_ha": -474.58999,
  "symbols": ["C", "C", "N", "P", "H", "H", "H", "H"],
  "xyz": [[1.5370, 0.2106, -0.0721], [-0.9063, -0.8932, 0.0607], [0.4413, -0.4377, 0.2489], [-2.2097, 0.2779, 0.0821], [1.6190, 0.7546, -1.1355], [-1.1210, -1.9881, 0.2474], [2.1991, 0.5007, 0.6907], [-1.5593, 1.5750, -0.1222]],
  "forces_ev_per_angstrom": [[-5.5, -0.5, -2.8], [1.9, 2.7, 0.5], [1.1, -0.2, 0.0], [0.5, -1.0, -0.4], [0.1, -1.4, 2.1], [0.5, 1.4, -0.4], [1.0, -0.1, 0.9], [0.2, -1.1, 0.2]],
  "nbo_charge": [-0.03, -0.34, -0.41, 0.23, 0.16, 0.25, 0.19, -0.04]
}


[6]
{
  "formula": "C2H4NP",
  "method": "wB97M-V/def2-TZVPD",
  "e_above_lowest_kj_mol": 368.9,
  "homo_ev": -7.9,
  "smiles": "PN1C=C1",
  "total_energy_ha": -474.53319,
  "symbols": ["C", "C", "N", "P", "H", "H", "H", "H"],
  "xyz": [[1.1883, 0.8107, -0.4172], [1.2247, -0.3736, 0.1053], [0.0001, -0.1393, -0.6508], [-1.4740, 0.2796, 0.3804], [1.2689, 1.7499, -0.7104], [1.4215, -1.2306, 0.7385], [-1.4581, -0.7963, 1.3201], [-2.1713, -0.3005, -0.7660]],
  "forces_ev_per_angstrom": [[-0.8, -5.4, 1.9], [-0.3, 1.1, -0.2], [-0.8, 0.4, 0.4], [0.7, -0.2, -1.9], [1.0, 3.8, -1.0], [0.7, 0.5, -0.1], [-0.1, -0.2, -0.5], [-0.4, 0.1, 1.4]],
  "nbo_charge": [-0.06, -0.05, -0.68, 0.39, 0.22, 0.24, -0.05, -0.01]
}